{
  "formula": "C29H35BeN5O2",
  "method": "wB97M-V/def2-TZVPD",
  "species": ["C", "C", "H", "H", "C", "H", "H", "H", "H", "C", "H", "C", "C", "H", "H", "H", "H", "H", "H", "H", "C", "H", "O", "C", "C", "O", "H", "C", "H", "C", "C", "H", "C", "C", "C", "C", "N", "N", "H", "H", "H", "H", "H", "N", "H", "H", "C", "H", "C", "H", "H", "N", "C", "N", "H", "C", "H", "C", "C", "C", "C", "C", "H", "C", "C", "H", "H", "Be", "C", "H", "C", "H"],
  "positions_angstrom": [[2.61, 2.08, 3.54], [-1.16, 3.10, -1.09], [1.73, -6.27, -0.08], [-2.67, -2.13, 0.40], [-2.82, -0.53, -2.62], [3.31, -2.28, 0.08], [-0.27, 6.22, -2.13], [-0.28, -3.71, 4.29], [-3.16, -1.55, -2.80], [-0.16, -2.37, 2.52], [-4.73, 0.24, -3.23], [-3.33, 1.23, 2.89], [-0.68, -3.39, 3.34], [-2.21, -4.90, 3.60], [3.90, -0.10, -5.55], [-3.54, -4.09, 1.76], [0.79, -1.91, 2.76], [-2.00, 2.44, -0.95], [3.06, 1.57, -1.74], [-1.17, 3.47, 4.04], [-1.82, -4.07, 3.02], [-4.35, 0.92, 3.06], [2.12, 0.61, 1.53], [3.67, 0.81, -3.61], [3.07, 1.47, 2.14], [-1.84, -0.51, -1.60], [3.50, 2.55, 3.96], [2.12, -0.89, -4.53], [-3.24, 2.61, 4.57], [1.07, 3.46, -0.71], [2.76, -4.32, -0.04], [-2.46, -0.15, -3.58], [3.32, -0.12, -4.63], [-4.09, 0.29, -2.35], [-2.59, -3.62, 1.95], [-0.19, 5.24, -1.67], [0.05, 2.54, -0.70], [-1.36, 1.20, 1.54], [1.91, 2.88, 3.32], [-3.06, 0.19, 1.02], [1.83, 5.46, -1.04], [0.16, 2.57, 2.15], [4.01, 0.95, 2.30], [1.34, -2.39, -0.61], [3.74, -4.62, 0.32], [-2.19, 4.53, -2.24], [-2.11, -2.49, 1.25], [0.43, -1.23, -3.24], [1.38, -0.73, -3.37], [4.46, 1.55, -3.63], [1.81, -1.47, -5.38], [-0.85, -1.94, 1.44], [-2.73, 2.20, 3.71], [1.76, 0.03, -2.32], [3.34, 2.34, 1.54], [0.43, -3.31, -1.02], [-4.75, -0.03, -1.54], [2.53, -2.97, -0.21], [-1.51, 2.67, 3.40], [-1.22, 4.34, -1.79], [1.73, -5.23, -0.35], [-0.84, 2.20, 2.31], [2.23, 1.37, 4.27], [0.59, -4.68, -0.95], [-2.62, 0.85, 1.76], [-0.51, -2.88, -1.33], [-0.27, -5.31, -1.10], [0.14, -0.07, -0.12], [2.86, 0.83, -2.50], [-3.92, 1.35, -2.14], [0.98, 4.80, -1.07], [1.96, 3.09, -0.22]],
  "gap_ev": 7.10,
  "e_homo_ev": -6.76,
  "e_above_lowest_ev": 2.400
}